The following is a quantum chemistry calculation of a structure of composition C20H20Cl3F4IrN2O5S2, from the Open Molecules 2025 dataset.

Each line ends with the Löwdin charge.
Positions of all 57 atoms, in Å:
Ir1 -0.8080 -0.1681 0.2255  1.100
C1 -0.4598 -2.4588 -2.8084  -0.072
C2 -0.8486 -0.9913 -2.8679  -0.233
N1 -0.1788 -0.0642 -1.9233  -0.249
C3 -0.4043 1.3128 -2.4434  -0.260
C4 -1.8615 1.7257 -2.5537  -0.078
C5 1.2690 -0.3084 -1.8286  -0.192
C6 1.8959 0.5173 -0.7185  -0.220
N2 1.2346 0.2314 0.5510  -0.130
C7 1.7822 0.7482 1.6663  -0.174
C8 1.4026 0.2724 2.9540  -0.166
F1 0.5726 -0.7743 3.0517  0.043
C9 1.9053 0.7807 4.1249  -0.226
F2 1.4748 0.2495 5.2914  0.062
C10 2.8661 1.7773 4.1649  0.026
C11 3.2991 2.2181 2.9351  -0.237
F3 4.2472 3.1858 2.8795  0.051
C12 2.8035 1.7347 1.7418  -0.137
F4 3.3340 2.2991 0.6219  0.034
H1 -1.1462 -3.0122 -3.4537  0.076
H2 -0.5477 -2.8659 -1.8056  0.048
H3 0.5536 -2.6376 -3.1729  0.069
H4 -1.9172 -0.8947 -2.6856  0.101
H5 -0.6408 -0.6151 -3.8817  0.116
H6 0.0803 1.3628 -3.4323  0.117
H7 0.0945 2.0064 -1.7811  0.034
H8 -2.3850 1.2160 -3.3651  0.068
H9 -1.8920 2.7994 -2.7493  0.068
H10 -2.4017 1.5446 -1.6260  0.053
H11 1.7622 -0.0866 -2.7892  0.127
H12 1.4117 -1.3632 -1.6048  0.091
H13 1.8690 1.5795 -0.9725  0.081
H14 2.9550 0.2304 -0.6764  0.122
H15 3.2410 2.1823 5.0914  0.114
Cl1 0.8857 4.4361 -0.9728  0.573
C13 -0.3491 4.5927 0.3026  -1.461
Cl2 0.2242 5.8006 1.4700  0.543
Cl3 -1.8578 5.1963 -0.4482  0.547
C14 -0.7020 3.1872 1.0154  -0.808
O1 -0.9956 3.2827 2.1895  -0.008
O2 -0.6279 2.2384 0.2043  -0.164
C15 -0.1757 -4.9612 0.6149  -0.145
C16 -1.4488 -4.4041 0.6013  -0.116
C17 -1.6301 -3.0301 0.5207  -0.124
C18 -0.5464 -2.1345 0.4258  -0.336
C19 0.7282 -2.7249 0.5067  -0.144
C20 0.9119 -4.1002 0.5850  -0.129
H16 -0.0358 -6.0353 0.6718  0.076
H17 -2.3219 -5.0470 0.6577  0.089
H18 -2.6412 -2.6500 0.5174  0.060
H19 1.6020 -2.0872 0.5247  0.079
H20 1.9216 -4.4977 0.6333  0.083
O3 -4.5813 -1.2393 1.0110  -0.407
S1 -3.6751 -0.1484 0.7078  0.136
O4 -4.3301 1.1141 0.4402  -0.393
O5 -2.7483 -0.5290 -0.4548  -0.576
S2 -2.1688 0.0069 2.1166  0.397

The calculation puts the highest occupied orbital energy at -1.7 eV. For the energy, the calculation gives -107232.08667 eV. The total charge is -2. The frontier orbital gap is 6.123 eV. As for the relative energy (zero: lowest compared OMol25 entry of this formula, charge and spin): 13.0 kJ/mol.

---

The following is a quantum chemistry calculation of a cluster of 8 separate species, C20H20Cl5O18 in total at a distorted geometry, from the Open Molecules 2025 dataset.

Each line ends with the Löwdin charge.
Positions of all 63 atoms, in Å:
Cl1 3.2744 1.7154 -0.8275  0.598
O1 4.6415 1.3664 -1.1129  -0.397
O2 3.1257 2.0176 0.5947  -0.415
O3 2.8568 2.9080 -1.5577  -0.403
O4 2.4170 0.6311 -1.1182  -0.383
C1 -4.7714 5.4539 1.3268  0.073
C2 -3.6392 5.5262 0.5965  -0.221
C3 -3.2064 6.8441 0.0352  -0.302
O5 -2.1299 7.0322 -0.5325  0.119
C4 -4.1448 7.9526 0.2711  0.076
C5 -5.3147 7.8942 0.9573  -0.198
C6 -5.6754 6.6098 1.6156  -0.300
O6 -6.6110 6.4307 2.4111  0.083
O7 -6.1440 8.9797 1.1731  0.076
O8 -2.9377 4.3969 0.3271  0.108
H1 -5.1241 4.5175 1.7334  0.129
H2 -3.9231 8.8535 -0.2817  0.131
H3 -7.0131 8.7933 1.5357  0.109
H4 -2.1596 4.6065 -0.1947  0.118
C7 -1.9424 -7.3021 -2.9525  0.062
C8 -1.0540 -6.3249 -3.1475  -0.204
C9 -0.3099 -6.0918 -4.3886  -0.342
O9 0.5017 -5.2348 -4.6236  0.152
C10 -0.5524 -7.1695 -5.3513  0.084
C11 -1.4065 -8.2216 -5.1539  -0.177
C12 -2.1942 -8.3689 -3.8876  -0.342
O10 -2.9912 -9.2396 -3.5842  0.113
O11 -1.5157 -9.2934 -6.0268  0.068
O12 -0.7365 -5.4281 -2.1589  0.099
H5 -2.4473 -7.4767 -2.0139  0.139
H6 0.0383 -7.1837 -6.2553  0.131
H7 -2.3521 -9.7616 -5.9731  0.107
H8 -0.0845 -4.7842 -2.4450  0.111
C13 -3.6582 1.8597 6.5562  0.078
C14 -2.9150 1.3685 5.5203  -0.207
C15 -3.1943 0.0943 4.8395  -0.280
O13 -2.4588 -0.4441 3.9703  0.100
C16 -4.4681 -0.4902 5.2745  0.073
C17 -5.2088 -0.0003 6.2682  -0.258
C18 -4.8309 1.1563 7.0788  -0.293
O14 -5.5107 1.6453 8.0180  0.078
O15 -6.4392 -0.4833 6.4755  0.110
O16 -1.8947 2.0771 4.9610  0.106
H9 -3.4123 2.8589 6.8840  0.133
H10 -4.8625 -1.3059 4.6867  0.137
H11 -6.8441 0.1146 7.1080  0.106
H12 -1.4633 1.5940 4.2524  0.115
O17 10.7650 2.0405 -0.9303  -0.054
H13 10.1008 1.6629 -1.5069  0.030
H14 11.2801 2.6122 -1.4995  0.025
O18 7.6714 3.7303 1.9777  -0.059
H15 8.1148 3.0166 1.5191  0.024
H16 6.8483 3.8458 1.5030  0.033
C19 7.1192 -1.3514 -6.3718  -1.037
Cl2 8.6602 -0.7475 -5.8566  0.522
Cl3 6.9433 -3.1281 -6.0869  0.459
H17 6.2667 -0.8550 -5.9082  0.036
H18 7.0663 -1.1280 -7.4374  0.019
C20 5.8784 -3.9997 -0.0567  -1.028
Cl4 7.5705 -3.6414 0.2499  0.504
Cl5 5.4518 -5.7334 -0.2084  0.468
H19 5.2957 -3.5180 0.7285  0.032
H20 5.6545 -3.4997 -0.9990  0.025

The calculation puts the highest occupied orbital energy at -5.8 eV. For the energy, the calculation gives -120522.32806 eV. The total charge is -1. The frontier orbital gap is 5.252 eV. As for the relative energy (zero: lowest compared OMol25 entry of this formula, charge and spin): 309.7 kJ/mol.

---

The following is a quantum chemistry calculation of an isolated molecule of C20H20ClN3O5S at a distorted geometry, from the Open Molecules 2025 dataset.

Each line ends with the Löwdin charge.
Positions of all 50 atoms, in Å:
C1 5.7441 3.8687 -3.1045  0.027
C2 4.3172 3.5416 -2.7601  -0.510
O1 3.3666 3.7448 -3.4613  0.123
O2 4.2608 2.9910 -1.5291  0.067
C3 3.0726 2.5515 -0.9730  -0.219
C4 2.0665 1.9322 -1.7060  0.014
C5 0.9280 1.4974 -1.0602  -0.011
C6 0.7738 1.6611 0.3176  -0.208
C7 -0.4236 1.2199 0.9969  -0.099
N1 -1.2921 0.4884 0.4209  0.072
N2 -2.4007 0.1539 1.0910  0.072
C8 -3.3113 -0.7827 0.6926  -0.432
O3 -4.3029 -0.9694 1.3621  0.089
C9 -2.9940 -1.5663 -0.5685  -0.240
C10 -3.0371 -0.7435 -1.8621  -0.112
C11 -2.0880 -1.5223 -2.7729  -0.139
C12 -0.9787 -1.9424 -1.8092  -0.170
N3 -1.6418 -2.0928 -0.5227  -0.201
S1 -1.4087 -3.4523 0.4043  0.684
O4 -2.6024 -4.2435 0.4788  -0.266
O5 -0.1919 -4.0711 -0.0310  -0.274
C13 -1.1393 -2.6448 1.9790  -0.269
C14 0.0389 -1.9423 2.1486  -0.059
C15 0.2348 -1.2060 3.3031  -0.106
C16 -0.7672 -1.1822 4.2653  -0.673
Cl1 -0.5431 -0.2337 5.6900  0.684
C17 -1.9451 -1.8982 4.1003  -0.085
C18 -2.1281 -2.6374 2.9433  -0.054
C19 1.7984 2.2772 1.0399  -0.028
C20 2.9389 2.7163 0.4026  0.008
H1 6.2758 2.9435 -3.3187  0.094
H2 6.2301 4.3527 -2.2620  0.089
H3 5.7690 4.5100 -3.9799  0.089
H4 2.1698 1.8051 -2.7712  0.118
H5 0.1301 1.0336 -1.6168  0.099
H6 -0.5547 1.5488 2.0355  0.131
H7 -2.5706 0.5636 2.0159  0.166
H8 -3.7152 -2.3954 -0.6029  0.152
H9 -2.6408 0.2536 -1.6724  0.106
H10 -4.0467 -0.6646 -2.2584  0.123
H11 -2.5924 -2.4018 -3.1736  0.119
H12 -1.7130 -0.9221 -3.5990  0.114
H13 -0.2163 -1.1625 -1.7156  0.101
H14 -0.4929 -2.8803 -2.0780  0.115
H15 0.7860 -1.9833 1.3726  0.123
H16 1.1473 -0.6518 3.4575  0.108
H17 -2.7090 -1.8698 4.8610  0.112
H18 -3.0328 -3.1981 2.7719  0.121
H19 1.6959 2.4122 2.1067  0.113
H20 3.7359 3.1932 0.9513  0.122

The calculation puts the highest occupied orbital energy at -8.7 eV. For the energy, the calculation gives -59129.75331 eV. The total charge is 0. The frontier orbital gap is 8.638 eV. As for the relative energy (zero: lowest compared OMol25 entry of this formula, charge and spin): 12.5 kJ/mol. Its SMILES is CC(=O)Oc1ccc(/C=N/NC(=O)[C@H]2CCCN2S(=O)(=O)c2ccc(Cl)cc2)cc1.

---

The following is a quantum chemistry calculation of a structure of composition C20H20CoN4OS3, from the Open Molecules 2025 dataset.

Each line ends with the Mulliken spin population.
Positions of all 49 atoms, in Å:
Co1 0.0325 0.5898 -0.4590  0.959
C1 -0.5339 1.3250 3.6837  -0.001
C2 -0.7796 0.8764 2.2686  -0.005
N1 0.2080 0.6868 1.4464  -0.001
N2 1.4889 0.8596 1.9836  0.015
C3 2.4298 0.6623 1.1340  -0.007
S1 2.2574 0.1930 -0.5292  -0.050
S2 4.1018 0.8563 1.6809  0.000
C4 3.9127 1.9899 3.0905  -0.001
C5 3.6952 3.4176 2.6734  0.001
C6 2.4151 3.9367 2.5035  0.000
C7 2.2351 5.2407 2.0673  0.000
C8 3.3312 6.0474 1.8042  0.000
C9 4.6114 5.5428 1.9817  0.000
C10 4.7880 4.2373 2.4099  0.000
C11 -2.1739 0.6525 1.8502  0.015
C12 -3.1990 0.8065 2.8047  0.003
C13 -4.5243 0.5756 2.5172  -0.003
C14 -4.8752 0.1666 1.2291  0.004
C15 -3.9092 -0.0010 0.2707  -0.007
C16 -2.5467 0.2370 0.5456  0.009
O1 -1.6951 0.0285 -0.4228  0.019
H1 0.4897 1.6512 3.8144  0.001
H2 -0.7219 0.5059 4.3797  0.000
H3 -1.2110 2.1389 3.9324  0.001
H4 4.8542 1.8920 3.6323  0.000
H5 3.1099 1.6186 3.7234  0.000
H6 1.5587 3.3098 2.7064  -0.001
H7 1.2331 5.6257 1.9303  0.000
H8 3.1900 7.0651 1.4650  0.000
H9 5.4734 6.1668 1.7865  0.000
H10 5.7897 3.8437 2.5364  0.000
H11 -2.9455 1.1059 3.8098  0.000
H12 -5.2768 0.7019 3.2824  0.000
H13 -5.9127 -0.0220 0.9831  0.000
H14 -4.1584 -0.3355 -0.7279  0.000
C17 1.6471 2.4601 -3.6514  0.004
N3 0.2504 2.0803 -3.8114  0.018
C18 -0.3236 1.5370 -4.9448  0.001
C19 -1.6192 1.2816 -4.6599  0.006
N4 -1.8159 1.6778 -3.3556  0.016
C20 -0.6725 2.1651 -2.8292  0.012
S3 -0.4532 2.7858 -1.2572  -0.004
H15 2.1114 2.4584 -4.6339  0.001
H16 2.1516 1.7614 -2.9859  -0.001
H17 1.6957 3.4536 -3.2113  0.000
H18 0.2428 1.3762 -5.8428  0.001
H19 -2.3990 0.8508 -5.2580  0.001
H20 -2.6470 1.5716 -2.7978  -0.003

The calculation puts the highest occupied orbital energy (alpha / beta) at -7.4 / -7.5 eV. As for the multiplicity: 2. For the energy, the calculation gives -99205.95064 eV. The total charge is 0. The frontier orbital gap (alpha / beta) is 7.581 / 7.779 eV.